# 1
Density functional theory data (ωB97M-V/def2-TZVPD) for a molecular structure, C6H24FN12O6Tl.

Positions of all 50 atoms, in Å:
Tl (-8.881, -23.346, 2.420)
F (-6.395, -24.956, 1.700)
C (-2.927, -25.427, -1.068)
O (-3.434, -25.718, -2.136)
N (-1.582, -25.387, -0.871)
N (-3.696, -25.034, 0.018)
H (-1.141, -24.992, -0.063)
H (-1.130, -25.756, -1.693)
H (-4.698, -25.009, -0.035)
H (-3.198, -24.942, 0.886)
C (-3.983, -27.959, 1.915)
O (-2.998, -28.516, 2.367)
N (-4.487, -26.856, 2.565)
N (-4.746, -28.388, 0.872)
H (-3.998, -26.424, 3.332)
H (-5.173, -26.277, 2.081)
H (-5.646, -27.970, 0.713)
H (-4.323, -29.020, 0.215)
C (-8.482, -26.656, 4.397)
O (-9.000, -25.542, 4.338)
N (-8.801, -27.598, 5.313)
N (-7.474, -26.972, 3.545)
H (-8.193, -28.397, 5.386)
H (-9.703, -27.680, 5.749)
H (-7.003, -26.273, 2.976)
H (-6.978, -27.827, 3.753)
C (-8.583, -26.872, 0.151)
O (-9.125, -26.109, 0.962)
N (-7.595, -26.469, -0.681)
N (-9.049, -28.134, 0.012)
H (-7.340, -26.956, -1.523)
H (-7.366, -25.495, -0.543)
H (-9.796, -28.391, 0.635)
H (-8.655, -28.837, -0.588)
C (-7.325, -23.021, -1.533)
O (-7.946, -22.872, -0.468)
N (-6.082, -23.554, -1.485)
N (-7.940, -22.891, -2.724)
H (-5.799, -23.700, -0.531)
H (-5.438, -23.409, -2.247)
H (-7.560, -23.302, -3.559)
H (-8.923, -22.677, -2.669)
C (-5.386, -21.822, 2.297)
O (-6.607, -21.771, 2.173)
N (-4.787, -23.056, 2.263)
N (-4.548, -20.777, 2.424)
H (-3.812, -23.232, 2.439)
H (-5.416, -23.848, 2.063)
H (-3.560, -20.919, 2.315)
H (-4.916, -19.842, 2.464)

Summary:
Lowest unoccupied orbital energy, eV: -12.64
Energy, Ha: -1623.3700
Max |F|, hartree/bohr: 0.029
Energy relative to the best compared isomer or geometry (same formula, charge and spin), eV: 1.216
2S+1: 1
HOMO, eV: -15.40
HOMO-LUMO gap, eV: 2.77
Total charge: +2


# 2
Density functional theory data (ωB97M-V/def2-TZVPD) for a molecular structure, C6H24FN12O6Y.

Positions of all 50 atoms, in Å:
Y (1.596, -0.535, 1.399)
F (-0.047, 0.137, -0.060)
C (2.823, -1.781, -1.662)
O (2.170, -1.600, -0.612)
N (2.618, -2.784, -2.493)
N (3.817, -0.976, -2.092)
H (1.850, -3.413, -2.314)
H (3.048, -2.993, -3.379)
H (4.302, -1.115, -2.963)
H (4.197, -0.247, -1.512)
C (1.375, 2.834, 2.600)
O (1.158, 1.766, 1.962)
N (2.358, 3.657, 2.225)
N (0.725, 3.144, 3.729)
H (2.966, 3.472, 1.447)
H (2.440, 4.490, 2.785)
H (0.877, 4.046, 4.149)
H (-0.104, 2.595, 3.909)
C (-0.757, -3.118, 1.253)
O (0.326, -2.496, 1.031)
N (-1.252, -3.959, 0.344)
N (-1.527, -2.871, 2.306)
H (-1.914, -4.597, 0.756)
H (-0.786, -4.021, -0.546)
H (-1.261, -2.125, 2.922)
H (-2.487, -3.164, 2.212)
C (0.575, 1.513, -3.451)
O (1.147, 1.654, -4.514)
N (-0.593, 2.140, -3.158)
N (1.022, 0.706, -2.435)
H (-1.096, 1.876, -2.332)
H (-0.844, 2.839, -3.837)
H (1.973, 0.394, -2.433)
H (0.351, 0.637, -1.679)
C (-1.857, -1.707, -2.564)
O (-2.480, -2.240, -3.475)
N (-0.574, -1.978, -2.228)
N (-2.418, -0.835, -1.710)
H (-0.019, -1.193, -1.912)
H (-0.121, -2.686, -2.782)
H (-3.381, -0.610, -1.906)
H (-1.795, -0.209, -1.230)
C (-2.688, 2.264, 3.077)
O (-3.670, 2.968, 3.224)
N (-2.078, 1.969, 1.893)
N (-2.129, 1.675, 4.141)
H (-1.418, 1.217, 1.846)
H (-2.382, 2.474, 1.078)
H (-2.628, 1.790, 5.009)
H (-1.408, 0.992, 3.984)

Summary:
Lowest unoccupied orbital energy, eV: -8.53
Energy, Ha: -1489.5116
Max |F|, hartree/bohr: 0.115
Energy relative to the best compared isomer or geometry (same formula, charge and spin), eV: 4.254
2S+1: 1
HOMO, eV: -14.07
HOMO-LUMO gap, eV: 5.54
Total charge: +2


# 3
Density functional theory data (ωB97M-V/def2-TZVPD) for a molecular structure, C6H24InN12O6.

Positions of all 49 atoms, in Å:
In (1.330, 0.143, -0.201)
C (-0.344, 1.058, 3.232)
O (-0.273, 0.903, 1.976)
N (-0.218, 2.321, 3.637)
N (-0.523, 0.103, 4.148)
H (0.196, 2.990, 3.010)
H (-0.612, 2.642, 4.512)
H (-0.156, 0.345, 5.059)
H (-0.418, -0.882, 3.966)
C (1.010, -0.506, -4.019)
O (1.485, -0.050, -2.960)
N (1.767, -0.532, -5.173)
N (-0.247, -0.971, -4.187)
H (2.656, -0.992, -5.014)
H (1.188, -0.882, -5.919)
H (-0.389, -1.608, -4.948)
H (-0.821, -0.947, -3.359)
C (-1.860, 2.347, -1.086)
O (-1.046, 1.425, -0.887)
N (-1.487, 3.554, -1.504)
N (-3.191, 2.241, -0.810)
H (-2.070, 4.370, -1.557)
H (-0.521, 3.547, -1.793)
H (-3.897, 2.784, -1.280)
H (-3.591, 1.496, -0.266)
C (-0.605, -2.771, 1.693)
O (0.077, -1.753, 1.400)
N (-0.075, -3.843, 2.297)
N (-1.951, -2.741, 1.633)
H (0.924, -3.890, 2.404)
H (-0.757, -4.552, 2.507)
H (-2.445, -1.867, 1.597)
H (-2.523, -3.568, 1.590)
C (-1.714, -2.201, -1.654)
O (-0.878, -1.369, -1.250)
N (-1.439, -3.279, -2.414)
N (-3.040, -2.072, -1.436)
H (-2.045, -3.640, -3.129)
H (-0.436, -3.377, -2.511)
H (-3.700, -2.797, -1.655)
H (-3.419, -1.220, -1.060)
C (4.050, 2.422, 1.703)
O (2.914, 2.040, 1.317)
N (5.213, 1.898, 1.263)
N (4.201, 3.160, 2.821)
H (5.109, 1.143, 0.605)
H (6.089, 2.356, 1.435)
H (3.388, 3.410, 3.356)
H (5.096, 3.610, 2.909)

Summary:
Lowest unoccupied orbital energy, eV: -14.00
Energy, Ha: -1540.8058
Max |F|, hartree/bohr: 0.062
Energy relative to the best compared isomer or geometry (same formula, charge and spin), eV: 1.194
2S+1: 1
HOMO, eV: -18.08
HOMO-LUMO gap, eV: 4.08
Total charge: +3


# 4
Density functional theory data (ωB97M-V/def2-TZVPD) for a molecular structure, C6H24KO6.

Positions of all 37 atoms, in Å:
K (-20.703, -14.643, -7.209)
O (-21.252, -11.009, -9.024)
H (-22.150, -11.259, -8.805)
H (-21.324, -10.110, -9.344)
O (-19.014, -17.941, -6.840)
H (-19.461, -18.787, -6.812)
H (-18.171, -18.129, -7.251)
O (-17.860, -14.715, -4.629)
H (-17.077, -14.209, -4.408)
H (-17.552, -15.619, -4.691)
O (-24.324, -15.971, -6.117)
H (-25.172, -15.943, -5.674)
H (-24.344, -16.784, -6.624)
C (-20.587, -15.202, -13.363)
C (-20.995, -15.010, -11.887)
C (-22.276, -15.813, -11.566)
O (-19.970, -15.640, -11.076)
H (-21.096, -14.539, -14.063)
H (-20.709, -16.258, -13.605)
H (-19.533, -14.928, -13.412)
H (-21.051, -13.966, -11.576)
H (-22.744, -15.615, -10.602)
H (-22.341, -16.855, -11.880)
H (-23.040, -15.391, -12.220)
H (-19.672, -16.448, -11.502)
C (-16.513, -13.129, -8.811)
C (-15.999, -13.036, -10.236)
C (-15.814, -11.587, -10.630)
O (-14.825, -13.815, -10.276)
H (-15.626, -12.914, -8.215)
H (-16.846, -14.124, -8.517)
H (-17.231, -12.364, -8.515)
H (-16.612, -13.484, -11.018)
H (-16.714, -10.972, -10.639)
H (-15.395, -11.615, -11.636)
H (-14.997, -11.173, -10.038)
H (-15.156, -14.716, -10.284)

Summary:
Lowest unoccupied orbital energy, eV: -3.35
Energy, Ha: -1294.1601
Max |F|, hartree/bohr: 0.053
Energy relative to the best compared isomer or geometry (same formula, charge and spin), eV: 1.869
2S+1: 1
HOMO, eV: -12.25
HOMO-LUMO gap, eV: 8.90
Total charge: +1


# 5
Density functional theory data (ωB97M-V/def2-TZVPD) for 6 unconnected molecules or ions with the total composition C6H24N12O6.

Positions of all 48 atoms, in Å:
C (-10.106, -2.471, -10.128)
O (-11.304, -2.565, -10.395)
N (-9.456, -1.675, -9.353)
N (-9.419, -3.450, -10.365)
H (-10.064, -0.997, -8.916)
H (-8.557, -1.407, -9.726)
H (-9.700, -4.223, -10.951)
H (-8.473, -3.303, -10.043)
C (-2.561, -9.107, -10.071)
O (-2.484, -8.327, -10.983)
N (-2.953, -10.421, -10.137)
N (-2.185, -8.813, -8.807)
H (-2.823, -11.033, -9.344)
H (-3.252, -10.835, -11.008)
H (-1.867, -7.932, -8.429)
H (-2.271, -9.512, -8.084)
C (-10.545, -3.610, -1.950)
O (-10.773, -4.714, -2.414)
N (-9.331, -3.229, -1.686)
N (-11.448, -2.662, -1.806)
H (-9.066, -2.311, -1.358)
H (-8.745, -4.048, -1.609)
H (-11.057, -1.944, -1.214)
H (-12.376, -3.055, -1.738)
C (-6.593, -5.973, -6.589)
O (-5.874, -6.527, -5.768)
N (-6.844, -6.494, -7.729)
N (-7.249, -4.892, -6.493)
H (-7.655, -6.271, -8.290)
H (-6.476, -7.434, -7.740)
H (-7.822, -4.471, -7.210)
H (-7.201, -4.313, -5.667)
C (-4.993, -9.669, -0.400)
O (-5.173, -9.669, 0.825)
N (-4.856, -8.636, -1.152)
N (-4.875, -10.786, -1.145)
H (-4.980, -8.715, -2.151)
H (-5.254, -7.822, -0.706)
H (-4.771, -10.473, -2.099)
H (-5.095, -11.691, -0.756)
C (-6.128, -13.138, -6.084)
O (-6.243, -12.471, -7.042)
N (-7.098, -13.681, -5.470)
N (-5.015, -13.383, -5.466)
H (-7.984, -13.573, -5.943)
H (-6.960, -13.924, -4.500)
H (-4.912, -14.203, -4.885)
H (-4.206, -12.873, -5.790)

Summary:
Lowest unoccupied orbital energy, eV: 0.10
Energy, Ha: -1351.5875
Max |F|, hartree/bohr: 0.217
Energy relative to the best compared isomer or geometry (same formula, charge and spin), eV: 6.206
2S+1: 1
HOMO, eV: -9.72
HOMO-LUMO gap, eV: 9.82
SMILES: NC(N)=O.NC(N)=O.NC(N)=O.NC(N)=O.NC(N)=O.NC(N)=O


- What is the formula in the second record?
  C6H24FN12O6Y